Entry 1:
C39H28ClCo2O7PS as an isolated structure, computed with ωB97M-V/def2-TZVPD.

Last column: Löwdin charge in e.
Geometry (Å):
Co1 0.786099 -1.675440 -0.804456  -0.07
Co2 0.987997 -0.721166 1.369915  0.10
Cl1 -3.580928 1.992199 0.596203  0.60
S1 -3.802499 1.831887 3.468578  0.55
P1 2.600085 -0.624891 -1.435701  1.08
O1 -1.133162 0.863449 0.188043  0.00
O2 0.763418 -0.450239 4.257661  0.12
O3 -4.091014 0.761703 4.398103  -0.37
O4 -3.010716 2.962688 3.900321  -0.39
O5 1.185813 -4.065031 -2.423577  0.09
O6 -0.912910 -0.143027 -2.571126  0.10
O7 3.138020 1.180438 1.783076  0.10
C1 3.924061 3.169106 -2.354176  -0.09
C2 3.845446 1.778950 -2.234012  -0.10
C3 -0.241074 -0.761289 -1.851044  -0.23
C4 -3.115546 1.192780 2.010094  -0.80
C5 -0.241416 0.231852 0.608629  -0.19
C6 0.855023 -0.640899 3.116897  -0.11
C7 4.255359 -2.524393 -0.300513  -0.10
C8 -7.846712 3.532046 2.148413  -0.12
C9 1.283717 -2.378114 0.785962  -0.29
C10 3.778778 -1.557613 -5.836903  -0.11
C11 6.136459 -0.720210 0.705300  -0.09
C12 1.808891 3.404175 -1.217795  -0.06
C13 2.754812 1.197474 -1.570673  -0.31
C14 5.354874 -2.989325 0.426653  -0.08
C15 2.911923 3.985094 -1.841083  -0.10
C16 -3.405919 -2.398491 2.526376  -0.06
C17 -3.191798 -1.270299 0.386012  -0.08
C18 4.091719 -1.147728 -0.506627  -0.34
C19 3.097876 -1.059539 -3.158590  -0.32
C20 6.295897 -2.088768 0.928694  -0.10
C21 4.352652 -1.602046 -3.477023  -0.08
C22 4.682465 -1.852498 -4.813934  -0.10
C23 -7.685402 2.149274 2.287943  -0.10
C24 2.188714 -0.758326 -4.185120  -0.08
C25 2.333760 0.383482 1.528877  -0.20
C26 -5.318934 -1.349012 1.538114  -0.15
C27 -6.453920 1.616399 2.668444  -0.06
C28 1.736682 2.018816 -1.090831  -0.07
C29 -2.608357 -2.044682 1.407968  -0.25
C30 -0.114724 -2.047901 0.849964  -0.39
C31 -4.747355 -2.083793 2.582729  -0.12
C32 -6.741338 4.373784 2.304021  -0.11
C33 5.032342 -0.241603 -0.004429  -0.09
C34 1.028061 -3.134909 -1.753291  -0.16
C35 -1.288009 -2.583731 1.371193  -0.10
C36 -5.498152 3.849128 2.655747  -0.09
C37 -5.391662 2.483261 2.927941  -0.31
C38 2.530579 -1.012711 -5.516844  -0.09
C39 -4.523732 -0.884533 0.490778  -0.16
H1 -6.838135 5.450839 2.167883  0.09
H2 0.866226 1.573817 -0.619247  0.06
H3 -4.961850 -0.224166 -0.260146  0.08
H4 -5.347392 -2.429715 3.430212  0.09
H5 -8.831955 3.951132 1.926299  0.09
H6 0.994910 4.011320 -0.822139  0.11
H7 2.970934 5.070723 -1.927660  0.09
H8 1.215943 -0.318277 -3.941535  0.09
H9 -2.917211 -2.962130 3.322786  0.10
H10 7.153443 -2.459074 1.493365  0.09
H11 3.514796 -3.228618 -0.696171  0.10
H12 -6.308994 0.537310 2.753842  0.09
H13 5.460348 -4.061195 0.582827  0.10
H14 4.041320 -1.744862 -6.881354  0.09
H15 -2.053401 1.056239 2.090409  -0.01
H16 1.811111 -0.778121 -6.300675  0.10
H17 4.924244 0.827959 -0.181415  0.09
H18 1.773262 -3.305951 1.021885  0.07
H19 6.868772 -0.010345 1.087316  0.10
H20 -8.528132 1.477097 2.124210  0.09
H21 4.780526 3.617182 -2.853119  0.09
H22 -2.590758 -1.043660 -0.494083  0.09
H23 5.657621 -2.277144 -5.049906  0.09
H24 -4.611745 4.484394 2.720960  0.11
H25 5.077947 -1.829568 -2.693549  0.10
H26 -1.164329 -3.574605 1.820525  0.10
H27 4.627700 1.148132 -2.657061  0.11
H28 -6.381432 -1.104494 1.564602  0.08

Forces on the atoms, in the same order (eV/Å):
Co 1.51 1.00 -3.38
Co 1.01 4.82 0.48
Cl -0.67 1.57 -1.56
S 1.04 -1.09 -3.18
P 0.33 -0.51 -0.24
O 2.91 -1.55 0.34
O 0.37 -0.34 -1.75
O -0.07 0.20 0.95
O -0.06 1.15 1.59
O 0.14 0.71 0.45
O 0.98 -0.76 0.81
O -0.91 -0.56 -0.03
C -0.04 -0.17 0.03
C -0.21 0.47 0.13
C -2.16 0.99 -1.72
C -1.04 -0.79 2.41
C -3.01 2.49 0.14
C -1.07 -0.10 2.66
C 0.30 0.10 0.30
C 0.16 -0.09 0.08
C -1.07 -3.15 1.14
C -0.07 0.05 0.17
C -0.10 -0.07 -0.02
C 0.14 -0.03 -0.07
C 0.18 0.18 -0.29
C -0.25 0.15 -0.31
C -0.12 -0.18 0.09
C 0.16 -0.03 -0.42
C -0.04 -0.63 0.30
C 0.12 0.29 -0.12
C 0.51 0.32 -0.04
C -0.06 0.06 -0.05
C -0.29 -0.02 -0.50
C -0.17 0.03 0.05
C 0.02 0.14 0.08
C 0.27 -0.21 -0.24
C 2.30 1.15 -0.03
C 0.03 0.08 0.06
C -0.02 0.25 0.24
C -0.05 0.03 -0.06
C -1.06 0.13 0.18
C -1.55 -4.23 1.36
C -0.09 -0.09 -0.19
C -0.03 -0.06 0.04
C 0.28 -0.55 -0.07
C -0.65 -0.66 0.02
C 1.91 -0.42 -0.75
C -0.28 -0.21 0.24
C 0.06 0.18 -0.45
C 0.02 0.03 0.30
C -0.27 -0.56 -0.25
H -0.07 -0.21 -0.07
H 0.35 0.26 -0.23
H 0.13 -0.32 0.14
H 0.12 0.24 -0.25
H 0.31 -0.13 -0.04
H 0.22 -0.10 -0.12
H 0.05 -0.26 -0.03
H 0.39 -0.18 -0.12
H -0.21 0.12 -0.09
H -0.21 0.13 -0.13
H 0.30 0.34 0.19
H 0.03 0.51 0.18
H 0.07 0.20 0.05
H -0.07 0.03 0.34
H 0.04 0.17 0.48
H 0.19 -0.06 0.12
H -0.03 -0.34 0.16
H 0.17 -0.12 0.35
H -0.12 -0.17 -0.02
H 0.14 0.17 -0.01
H -0.11 -0.06 0.04
H -0.28 0.16 0.25
H -0.18 0.08 0.00
H -0.29 -0.28 0.17
H -0.26 0.10 -0.24
H -0.08 0.13 -0.05
H -0.16 0.15 0.10
H 0.22 -0.05 -0.06

Properties
LUMO level   3.948 eV
Spin multiplicity   1
Charge   -2
HOMO-LUMO gap   3.9734 eV

---

Entry 2:
C39H28CoN4O3P2S as an isolated structure, computed with ωB97M-V/def2-TZVPD.

Last column: Mulliken spin population.
Geometry (Å):
Co1 0.306829 0.869243 -0.901864  0.02
S1 2.313610 0.060932 -0.869157  0.00
P1 0.572472 1.084270 1.423213  -0.02
P2 -0.368434 -1.130221 -1.616399  0.00
O1 -1.500499 1.822722 -1.001926  0.02
O2 1.215016 1.655668 -3.436384  0.00
O3 3.179666 0.377727 -1.989998  0.00
N1 -2.386975 3.561051 4.298607  0.22
N2 0.664686 1.648672 -2.455753  0.00
N3 -1.271582 2.955745 1.081643  0.20
N4 -4.348738 1.762327 0.573855  0.22
C1 -0.967817 4.184843 -0.917332  0.00
C2 4.353481 1.187191 3.008077  0.00
C3 0.381522 5.196626 0.919474  0.00
C4 -1.357143 -1.236401 4.838395  0.00
C5 2.146462 -1.703826 -0.682493  0.00
C6 0.881504 -1.748312 -5.452184  0.00
C7 0.908182 -2.252550 -0.991878  0.00
C8 3.125620 0.572595 0.630894  0.00
C9 0.816111 -1.792547 -4.066455  0.00
C10 0.738672 -3.629871 -0.894268  0.00
C11 -1.312902 3.045855 -0.315638  -0.02
C12 -1.095308 0.116511 5.002552  -0.01
C13 -0.279671 -1.237108 -3.409541  0.00
C14 3.230725 -2.494612 -0.331322  0.00
C15 -0.134662 -1.148788 -6.180115  0.00
C16 -3.534538 2.283415 1.208577  -0.03
C17 -0.247049 0.213346 2.756170  0.00
C18 -0.531228 0.842885 3.966271  0.02
C19 -1.226455 -0.586970 -5.526689  0.00
C20 -4.483886 -2.601334 -0.310624  0.00
C21 -0.491190 -1.153354 2.601143  0.01
C22 0.843787 3.949746 1.492439  0.03
C23 -1.993117 -1.695166 -1.120974  0.00
C24 0.091655 2.838907 1.516309  -0.02
C25 3.051528 -3.867139 -0.250168  0.00
C26 1.807326 -4.429343 -0.516954  0.00
C27 -2.416037 3.218352 3.197553  -0.01
C28 -1.046895 -1.874545 3.643065  0.00
C29 -3.850649 -1.598859 0.410031  0.01
C30 -2.605557 -1.146923 0.006211  -0.01
C31 4.510726 0.548520 0.686709  0.00
C32 -2.402131 2.802770 1.858233  0.40
C33 2.345543 0.956987 1.712735  0.01
C34 -3.883109 -3.144916 -1.439457  0.00
C35 -2.641785 -2.693233 -1.853202  0.00
C36 2.969435 1.237661 2.924485  0.00
C37 5.119843 0.865330 1.892797  0.00
C38 -0.417681 5.298298 -0.169706  0.00
C39 -1.299491 -0.624256 -4.146814  0.00
H1 -1.241227 -2.931855 3.525156  0.00
H2 4.841433 1.415595 3.945796  0.00
H3 -4.329004 -1.163137 1.276124  0.00
H4 1.616847 -2.267131 -3.513888  0.00
H5 -2.113173 -0.364996 0.571828  0.00
H6 -2.160652 -0.196235 -3.644597  0.00
H7 -1.048442 4.266858 -1.994352  0.00
H8 -2.022792 -0.127317 -6.096184  0.00
H9 -0.539592 6.279631 -0.610054  0.00
H10 -4.389489 -3.915046 -2.005107  0.00
H11 -5.457584 -2.954223 0.001058  0.00
H12 1.673124 -5.499726 -0.439873  0.00
H13 -2.327368 1.406697 -0.685814  -0.01
H14 5.092537 0.304446 -0.192822  0.00
H15 6.198744 0.854390 1.965260  0.00
H16 -0.222968 -4.075106 -1.117324  0.00
H17 4.196018 -2.056900 -0.115352  0.00
H18 2.380044 1.508057 3.791877  0.00
H19 -1.800425 -1.799246 5.648632  0.00
H20 1.728464 -2.187655 -5.960768  0.00
H21 -0.322876 1.895898 4.105972  0.01
H22 -0.081071 -1.120323 -7.259842  0.00
H23 3.882619 -4.499602 0.029147  0.00
H24 -1.330166 0.610706 5.935302  0.00
H25 -0.238448 -1.656358 1.673566  0.00
H26 -2.187379 -3.100612 -2.747922  0.00
H27 1.873048 3.901902 1.831694  0.00
H28 0.849911 6.103351 1.280354  0.00

Forces on the atoms, in the same order (eV/Å):
Co -0.27 -0.39 -0.73
S -0.09 -0.13 0.38
P 0.04 0.42 -0.18
P 0.26 0.06 -0.06
O -0.12 0.30 0.29
O -0.52 -0.38 -0.21
O 0.20 -0.01 -0.32
N 0.00 -0.02 0.01
N 0.77 0.55 0.87
N 0.03 -0.26 -0.05
N 0.03 0.10 -0.03
C -0.05 -0.11 -0.01
C 0.01 0.00 0.00
C 0.04 0.03 -0.03
C -0.01 -0.02 0.00
C 0.04 0.05 0.06
C -0.01 0.01 -0.05
C -0.16 -0.07 0.00
C 0.01 0.00 -0.04
C -0.01 0.02 0.05
C -0.02 0.02 -0.02
C -0.09 0.03 -0.02
C -0.01 0.00 0.02
C -0.05 0.02 -0.02
C 0.04 -0.01 0.06
C 0.02 -0.02 0.01
C -0.13 -0.21 -0.02
C 0.02 -0.16 -0.05
C 0.02 0.03 -0.02
C 0.00 0.00 -0.04
C -0.02 0.00 0.01
C 0.03 0.01 0.01
C -0.02 -0.01 0.00
C -0.04 0.05 0.04
C -0.17 -0.06 0.19
C -0.03 0.04 -0.01
C 0.02 0.01 0.01
C 0.01 0.08 0.13
C -0.01 -0.01 0.03
C -0.02 -0.02 0.01
C -0.04 0.01 -0.08
C 0.01 0.00 -0.02
C 0.17 0.19 -0.14
C 0.00 -0.03 0.03
C -0.01 -0.02 -0.01
C 0.03 0.02 0.00
C -0.01 0.06 -0.04
C -0.01 -0.01 -0.02
C 0.02 0.00 0.01
C 0.00 -0.02 0.05
H 0.00 -0.01 0.00
H 0.00 0.00 0.00
H -0.01 0.01 0.00
H 0.00 0.01 0.03
H 0.04 -0.03 0.07
H 0.00 0.00 0.01
H 0.03 -0.01 -0.01
H 0.00 0.00 0.00
H -0.03 0.02 0.01
H 0.00 -0.01 0.00
H -0.01 0.00 0.00
H 0.01 -0.01 0.00
H 0.05 -0.08 -0.14
H 0.00 -0.01 0.00
H 0.01 0.00 0.00
H 0.00 0.00 0.00
H 0.00 0.01 0.01
H 0.00 0.00 0.00
H 0.00 -0.01 0.01
H 0.00 0.00 -0.01
H 0.01 -0.01 -0.01
H 0.00 0.00 -0.01
H 0.01 0.00 0.00
H -0.01 0.00 0.01
H -0.02 0.01 -0.01
H 0.00 0.00 0.00
H 0.01 -0.01 -0.01
H -0.01 0.01 0.02

Properties
LUMO level (spin up / spin down)   -7.157 / -7.167 eV
Spin multiplicity   2
<S²>   0.77
Charge   +2
HOMO-LUMO gap (spin up / spin down)   6.4462 / 6.7596 eV

---

Entry 3:
C39H28F5N6O3P2S2Se3TeTi as an isolated structure, computed with ωB97M-V/def2-TZVPD.

Last column: Mulliken spin population.
Geometry (Å):
Te1 1.667903 -1.201536 6.026857  0.00
Se1 2.772164 -2.976916 1.896230  0.54
Se2 2.122956 -2.501770 -0.851979  0.44
Se3 -0.106870 5.095625 0.494781  0.00
Ti1 0.510070 -0.962802 3.142581  0.03
S1 -5.173802 -2.354174 2.343736  0.00
S2 -1.505884 -0.860206 1.263281  0.00
P1 1.675299 -0.449307 -1.350295  0.05
P2 0.308185 3.406901 -0.679640  0.00
F1 0.331525 0.136626 5.193950  0.00
F2 2.743527 0.312124 5.935439  0.00
F3 -0.707505 -1.857765 4.083170  0.00
F4 1.422047 -0.632442 7.861591  0.00
F5 3.332781 -2.106306 6.376117  0.00
O1 2.024985 -1.166031 3.927535  0.00
O2 -6.340266 -1.840165 1.680518  0.00
O3 -5.198310 -3.713226 2.810638  0.00
N1 0.958883 -2.744989 2.125371  0.14
N2 2.572714 -4.651056 1.249589  0.31
N3 0.917714 0.916961 2.152904  0.00
N4 -3.832471 -2.119864 1.409520  0.00
N5 0.573943 2.051389 1.610497  0.00
N6 1.331668 0.044670 1.268814  0.01
C1 1.294713 -4.980594 1.439538  0.11
C2 5.524047 1.049915 -3.298104  0.00
C3 3.108377 0.275116 -2.174432  -0.04
C4 3.866404 4.737459 -2.083317  0.00
C5 0.288541 -0.522996 -2.504574  0.00
C6 1.251688 0.609837 0.053981  -0.03
C7 -2.742077 3.504599 -3.348115  0.00
C8 0.396366 -3.959976 1.957226  0.19
C9 -0.747541 -1.411520 -2.210065  0.00
C10 -3.005042 -1.289519 1.967018  0.00
C11 -1.558494 3.770056 -2.681177  0.00
C12 4.699890 0.155616 -3.973760  0.01
C13 -1.429723 -5.506527 1.848368  0.14
C14 -5.327330 -0.917555 4.809371  0.00
C15 -1.885258 1.805996 -1.317627  0.00
C16 2.742816 3.796135 -3.985241  0.00
C17 -2.843728 0.210258 4.095288  0.00
C18 -0.567373 -6.507252 1.337270  0.01
C19 -0.962585 -4.252589 2.155537  -0.05
C20 -3.473169 0.563316 5.281730  0.00
C21 -0.857231 0.152186 -4.508078  0.00
C22 0.231527 0.256856 -3.655231  0.00
C23 3.933271 1.167262 -1.500613  0.01
C24 1.671350 3.437531 -3.174054  0.00
C25 -3.459585 -0.722573 3.281107  0.00
C26 -1.119261 2.909461 -1.672141  0.00
C27 1.690174 3.734733 -1.817884  0.00
C28 2.795563 4.393973 -1.277936  0.00
C29 3.839699 4.442589 -3.441376  0.00
C30 -3.078978 1.553681 -1.980658  0.00
C31 -1.888703 -0.726867 -4.210288  0.01
C32 5.141202 1.553401 -2.066743  0.00
C33 3.500544 -0.238479 -3.411386  0.01
C34 -1.834212 -1.504102 -3.062118  0.00
C35 -4.697280 0.005211 5.636958  0.00
C36 -4.680049 -1.259227 3.640811  0.00
C37 -3.503927 2.395965 -2.994727  0.00
C38 0.767493 1.923997 0.282728  0.00
C39 0.760702 -6.261454 1.132615  0.05
H1 6.468389 1.349741 -3.734152  0.00
H2 -0.989873 4.662588 -2.914351  0.00
H3 -2.999284 1.279942 5.939530  0.00
H4 5.001330 -0.244728 -4.932920  0.00
H5 -1.630601 -3.497794 2.538819  -0.01
H6 2.711805 3.572984 -5.043742  0.00
H7 -0.713366 -2.010580 -1.309633  0.01
H8 1.035863 0.936646 -3.895134  0.00
H9 2.876623 -0.965550 -3.918059  0.01
H10 -1.897015 0.654458 3.815486  0.00
H11 1.429223 -7.018413 0.745006  0.00
H12 -3.083377 4.172488 -4.128965  0.00
H13 5.780974 2.247817 -1.538888  0.00
H14 -0.900933 0.760509 -5.401565  0.00
H15 4.672185 4.723007 -4.074490  0.00
H16 -1.572779 1.147767 -0.515991  0.00
H17 -3.675034 0.697105 -1.691783  0.00
H18 -4.436973 2.196976 -3.507175  0.00
H19 -0.973454 -7.484706 1.109251  0.00
H20 -2.739437 -0.802435 -4.875658  0.00
H21 0.811946 2.949852 -3.609698  0.00
H22 2.791860 4.658206 -0.227344  0.00
H23 -5.167417 0.294227 6.568281  0.00
H24 -2.641245 -2.182539 -2.818243  0.00
H25 -6.282982 -1.351080 5.071427  0.00
H26 4.717876 5.251036 -1.655185  0.00
H27 -2.479643 -5.721718 1.997210  0.02
H28 3.641258 1.554534 -0.533135  0.00

Forces on the atoms, in the same order (eV/Å):
Te 0.15 0.16 0.07
Se -0.07 0.28 0.12
Se 0.03 -0.09 -0.02
Se 0.05 -0.06 -0.03
Ti -0.23 -0.38 -0.69
S 0.04 -0.01 0.01
S 0.07 0.10 0.04
P -0.05 0.29 -0.02
P -0.10 -0.04 -0.02
F -0.21 0.13 -0.18
F 0.04 -0.03 0.06
F -0.03 -0.23 0.24
F 0.03 0.03 -0.13
F -0.02 0.05 0.00
O 0.20 -0.15 0.23
O -0.01 -0.02 -0.01
O -0.03 0.00 -0.01
N 0.26 0.35 0.49
N -0.01 -0.32 -0.21
N 0.00 0.05 0.13
N 0.04 0.00 -0.06
N -0.10 -0.01 -0.17
N 0.19 -0.28 -0.16
C -0.13 0.02 0.06
C -0.03 -0.02 -0.03
C 0.01 -0.02 0.02
C -0.01 0.02 -0.01
C -0.04 -0.01 0.04
C -0.04 -0.03 0.11
C 0.04 -0.01 0.01
C -0.08 0.07 -0.23
C 0.02 0.07 0.05
C -0.02 0.05 0.08
C -0.02 -0.04 0.03
C 0.04 0.06 -0.01
C 0.06 0.04 0.01
C 0.03 0.00 0.00
C 0.05 -0.02 -0.03
C -0.02 -0.05 0.04
C -0.01 0.01 -0.01
C -0.02 -0.02 0.00
C -0.10 -0.11 0.01
C 0.03 0.02 -0.01
C 0.01 -0.01 0.04
C -0.02 -0.01 -0.05
C -0.02 0.03 -0.02
C 0.03 0.03 -0.03
C 0.02 -0.02 -0.06
C 0.02 0.09 -0.05
C 0.08 0.01 0.07
C 0.03 -0.01 -0.01
C 0.00 0.00 0.00
C -0.03 -0.03 0.01
C 0.04 0.01 -0.01
C -0.03 -0.01 0.02
C -0.06 -0.02 0.01
C -0.04 -0.02 -0.02
C -0.03 -0.02 0.00
C -0.02 0.05 0.07
C 0.01 0.00 -0.02
C 0.07 0.04 0.20
C 0.02 0.00 0.00
H 0.00 0.00 -0.01
H 0.00 0.00 -0.01
H 0.00 0.00 0.00
H 0.00 0.00 0.00
H 0.06 0.01 -0.01
H 0.00 -0.02 -0.02
H -0.01 -0.01 0.00
H 0.06 -0.04 0.01
H 0.00 0.01 0.00
H -0.05 0.02 0.02
H 0.01 0.01 0.00
H 0.01 0.00 0.00
H 0.00 0.00 0.01
H 0.00 0.02 -0.02
H 0.00 0.00 0.00
H -0.04 -0.01 0.01
H 0.01 0.00 0.02
H 0.00 0.00 0.00
H 0.01 0.00 -0.01
H -0.01 0.00 0.01
H -0.06 0.04 0.01
H 0.00 0.01 0.01
H 0.01 0.01 0.00
H 0.00 0.00 0.01
H -0.01 -0.01 -0.01
H 0.00 0.00 0.01
H -0.01 -0.02 -0.01
H 0.00 0.00 0.02

Properties
LUMO level (spin up / spin down)   1.606 / -0.550 eV
Spin multiplicity   3
<S²>   2.02
Charge   -1
HOMO-LUMO gap (spin up / spin down)   5.9316 / 5.6440 eV

---

Table of calculated total energy (hartree), in record order: -5994.7260 -4410.6667 -12357.7052
Table of max |F| (eV Å⁻¹), in record order: 4.950 1.283 0.824